No. 1
This record from the Open Molecules 2025 dataset describes an isolated ion of composition C3H7N2O and charge +1. The level of theory is ωB97M-V with the def2-TZVPD basis set.

Last column: Löwdin charge in e.
Cartesian coordinates (Å):
N: -0.616 -1.273 0.024  0.14
N: 0.328 -0.253 0.039  -0.31
C: 1.765 -0.602 -0.115  -0.14
O: 2.730 0.091 0.006  0.20
C: -0.005 0.959 0.720  0.03
C: 0.011 0.895 -0.821  0.06
H: -0.332 -2.050 0.790  0.21
H: -0.714 -1.718 -0.843  0.10
H: 1.725 -1.590 -0.431  0.13
H: 0.692 1.547 1.298  0.14
H: -1.053 0.900 1.116  0.16
H: -0.956 0.664 -1.252  0.14
H: 0.887 1.347 -1.310  0.15

**HOMO-LUMO gap**: 11.459 eV
**Energy above the lowest of the compared OMol25 structures with the same formula, charge and spin**: 399.4 kJ/mol
**Total charge**: +1
**DFT total energy**: -8241.999 eV

=====

No. 2
This record from the Open Molecules 2025 dataset describes C41H55AsF6I2N2Sb2Si3V as an isolated structure. The level of theory is ωB97M-V with the def2-TZVPD basis set.

Last column: Löwdin spin population.
Cartesian coordinates (Å):
V: -0.639 -0.809 0.358  1.93
C: 0.287 2.810 3.780  0.00
Sb: -0.564 1.474 2.311  0.01
C: 0.757 -0.067 1.647  -0.03
C: 1.982 0.566 1.110  0.00
C: 2.879 1.237 1.955  0.00
C: 4.017 1.817 1.430  0.00
C: 4.227 1.762 0.058  0.00
C: 3.297 1.090 -0.710  0.00
N: 2.214 0.504 -0.205  0.00
Si: 1.168 -1.347 3.092  0.00
C: -0.220 -2.329 3.962  0.00
C: 2.221 -0.624 4.526  0.00
C: 2.273 -2.621 2.188  0.00
C: -1.731 2.575 0.811  0.00
C: -1.906 1.853 -0.471  0.01
C: -2.760 2.496 -1.386  0.00
C: -3.075 1.929 -2.600  0.01
C: -2.507 0.697 -2.902  0.00
C: -1.654 0.136 -1.983  0.01
N: -1.341 0.666 -0.785  0.00
Si: -0.678 4.188 0.528  0.00
C: -0.830 5.378 2.013  0.00
C: 1.138 3.676 0.266  0.00
C: -1.157 5.133 -1.056  0.00
Si: -3.554 2.832 1.607  0.00
C: -4.794 1.549 0.929  0.00
C: -4.190 4.569 1.115  0.00
C: -3.436 2.770 3.500  0.00
H: 0.844 2.208 4.490  0.00
H: -0.526 3.282 4.315  0.00
H: 0.925 3.564 3.347  0.00
H: 2.679 1.299 3.013  0.00
H: 4.726 2.323 2.068  0.00
H: 5.084 2.228 -0.402  0.00
H: 3.416 1.005 -1.784  0.00
H: -1.061 -1.719 4.283  0.00
H: 0.195 -2.790 4.856  0.00
H: -0.576 -3.129 3.319  0.00
H: 1.778 0.249 4.992  0.00
H: 3.238 -0.398 4.226  0.00
H: 2.287 -1.389 5.290  0.00
H: 1.686 -3.226 1.503  0.00
H: 2.719 -3.294 2.912  0.00
H: 3.083 -2.166 1.628  0.00
H: -3.186 3.445 -1.110  0.00
H: -3.759 2.406 -3.286  0.00
H: -2.709 0.182 -3.827  0.00
H: -1.196 -0.809 -2.249  0.00
H: -1.350 4.954 2.864  0.00
H: -1.367 6.277 1.724  0.00
H: 0.151 5.702 2.348  0.00
H: 1.577 3.229 1.154  0.00
H: 1.737 4.547 0.020  0.00
H: 1.248 2.970 -0.552  0.00
H: -2.160 5.542 -1.027  0.00
H: -1.066 4.537 -1.957  0.00
H: -0.480 5.975 -1.160  0.00
H: -5.675 2.045 0.528  0.00
H: -5.124 0.887 1.727  0.00
H: -4.385 0.916 0.144  0.00
H: -4.716 4.556 0.168  0.00
H: -3.423 5.329 1.065  0.00
H: -4.910 4.886 1.859  0.00
H: -3.061 1.813 3.850  0.00
H: -4.429 2.891 3.923  0.00
H: -2.820 3.566 3.910  0.00
I: -3.185 -2.728 -0.882  0.00
C: -3.734 -4.359 0.396  0.00
I: -2.088 -5.330 1.332  0.00
H: -4.253 -5.083 -0.221  0.00
H: -4.389 -3.970 1.172  0.00
F: -0.646 -2.471 0.901  0.04
As: -3.193 -2.086 2.654  0.00
F: -4.630 -1.639 1.765  0.00
F: -2.288 -0.033 1.656  0.02
F: -3.520 -0.923 3.859  0.00
F: -1.238 0.555 3.953  0.00
F: -4.155 -3.283 3.534  0.00
C: 5.494 -4.118 -1.225  0.00
C: 4.377 -4.801 -1.672  0.00
C: 3.141 -4.175 -1.706  0.00
C: 3.014 -2.862 -1.281  0.00
C: 4.136 -2.181 -0.834  0.00
C: 5.372 -2.804 -0.807  0.00
Sb: 1.127 -1.816 -1.433  0.00
C: 1.707 -0.611 -3.113  0.00
C: 1.283 0.696 -3.292  0.00
C: 1.691 1.420 -4.401  0.00
C: 2.517 0.836 -5.344  0.00
C: 2.943 -0.472 -5.173  0.00
C: 2.537 -1.190 -4.062  0.00
C: 0.091 -3.269 -2.677  0.00
C: -0.200 -4.542 -2.199  0.00
C: -0.847 -5.461 -3.010  0.00
C: -1.250 -5.103 -4.286  0.00
C: -0.997 -3.825 -4.752  0.00
C: -0.319 -2.917 -3.957  0.00
H: 6.456 -4.605 -1.202  0.00
H: 4.465 -5.828 -1.992  0.00
H: 2.280 -4.720 -2.067  0.00
H: 4.056 -1.153 -0.507  0.00
H: 6.237 -2.262 -0.453  0.00
H: 0.648 1.168 -2.550  0.00
H: 1.370 2.444 -4.521  0.00
H: 2.832 1.395 -6.211  0.00
H: 3.595 -0.936 -5.899  0.00
H: 2.875 -2.207 -3.922  0.00
H: 0.077 -4.816 -1.185  0.00
H: -1.032 -6.460 -2.643  0.00
H: -1.761 -5.816 -4.914  0.00
H: -1.318 -3.530 -5.739  0.00
H: -0.098 -1.931 -4.348  0.00

**HOMO-LUMO gap (alpha / beta)**: 7.777 / 7.835 eV
**Energy above the lowest of the compared OMol25 structures with the same formula, charge and spin**: 147.4 kJ/mol
**Total charge**: +1
**Multiplicity**: 3
**DFT total energy**: -202130.763 eV

=====

No. 3
This record from the Open Molecules 2025 dataset describes a 2-piece molecular cluster, C6H14N2O2 overall. The level of theory is ωB97M-V with the def2-TZVPD basis set.

Last column: Löwdin charge in e.
Cartesian coordinates (Å):
C: 2.323 -1.234 1.626  -0.03
N: 1.616 0.077 1.361  0.00
C: 2.073 1.222 1.958  -0.63
C: 1.405 2.468 1.608  -0.02
O: 3.099 1.152 2.560  0.07
H: 1.607 -1.775 1.040  0.06
H: 3.273 -1.091 1.195  0.07
H: 2.317 -1.591 2.685  0.10
H: 0.667 0.070 1.094  0.09
H: 1.638 3.174 2.488  0.11
H: 1.956 2.771 0.704  0.11
H: 0.443 2.830 1.986  0.08
C: -1.154 -1.915 -2.986  -0.13
N: -1.172 -1.185 -1.767  -0.03
C: -2.333 -0.338 -1.573  -0.43
C: -2.780 0.076 -0.214  -0.02
O: -2.996 -0.083 -2.638  -0.01
H: -0.593 -1.453 -3.864  0.11
H: -0.620 -2.784 -2.749  0.06
H: -2.108 -2.185 -3.263  0.05
H: -0.594 -1.593 -0.919  0.17
H: -3.251 1.215 -0.243  0.15
H: -3.654 -0.321 0.174  0.05
H: -2.209 0.262 0.624  0.02

**HOMO-LUMO gap**: 10.066 eV
**Energy above the lowest of the compared OMol25 structures with the same formula, charge and spin**: 390.8 kJ/mol
**DFT total energy**: -13521.574 eV

=====

No. 4
This record from the Open Molecules 2025 dataset describes a 2-piece molecular cluster, C6H9FO2 overall. The level of theory is ωB97M-V with the def2-TZVPD basis set.

Last column: Löwdin charge in e.
Cartesian coordinates (Å):
C: 2.850 -1.345 -0.598  -0.01
C: 2.470 -0.348 0.143  -0.14
C: -0.688 0.330 1.667  -0.01
C: -0.196 0.569 0.298  -0.14
C: -1.062 -0.597 0.524  -0.59
C: -0.293 1.747 -0.579  -0.06
O: -0.526 -1.872 0.470  0.05
O: -2.391 -0.548 0.103  0.05
F: 3.161 0.413 0.985  0.03
H: 3.877 -1.701 -0.619  0.06
H: 2.138 -1.849 -1.222  0.04
H: -0.023 -0.074 2.416  0.11
H: -1.439 1.004 2.068  0.12
H: 0.571 2.397 -0.434  0.08
H: -1.190 2.330 -0.333  0.09
H: -0.340 1.456 -1.630  0.08
H: -0.844 -2.393 1.216  0.11
H: -2.453 -0.904 -0.795  0.11

**HOMO-LUMO gap (alpha / beta)**: 9.383 / 8.110 eV
**Energy above the lowest of the compared OMol25 structures with the same formula, charge and spin**: 550.1 kJ/mol
**DFT total energy**: -13174.428 eV

=====

No. 5
This record from the Open Molecules 2025 dataset describes a 2-piece molecular cluster, C4H7IN2O4 overall. The level of theory is ωB97M-V with the def2-TZVPD basis set.

Last column: Löwdin charge in e.
Cartesian coordinates (Å):
C: 0.125 -0.984 -0.354  -0.50
C: 2.394 1.583 -0.164  -0.06
C: 1.405 0.808 -1.026  -0.29
C: -2.308 0.426 1.140  -0.43
N: -1.083 -1.264 0.268  0.11
N: -1.728 -2.403 0.500  -0.49
O: -1.123 -3.429 0.402  0.11
O: 0.775 -1.759 -0.957  0.15
O: -2.900 -2.292 0.651  0.04
O: 0.444 0.392 -0.137  -0.20
I: -1.955 2.085 0.070  1.05
H: 3.483 1.597 -0.511  0.11
H: 2.065 2.639 -0.130  0.08
H: 2.338 1.219 0.768  0.03
H: 1.998 -0.093 -1.523  0.16
H: 0.826 1.430 -1.702  0.10
H: -1.626 0.283 1.949  0.01
H: -3.130 -0.238 0.757  0.03

**HOMO-LUMO gap (alpha / beta)**: 8.211 / 8.210 eV
**Energy above the lowest of the compared OMol25 structures with the same formula, charge and spin**: 211.8 kJ/mol
**DFT total energy**: -23524.917 eV